Below is a 10-piece molecular cluster, C34H63N3O21 overall, with properties calculated with ωB97M-V/def2-TZVPD.

```
121
Properties=species:S:1:pos:R:3:lowdin_charge:R:1
H 0.110 2.331 0.036 0.10
H 2.122 -4.609 -0.457 0.09
C 7.124 -1.370 -1.653 -0.23
C -1.316 1.814 -5.022 -0.07
H -3.476 1.561 1.679 0.07
C 1.111 -0.116 1.986 0.01
H -3.065 1.484 -0.096 0.03
O 3.224 -5.330 3.531 -0.01
C 3.389 4.602 -4.296 -0.09
C 1.022 4.049 -0.867 -0.31
H 3.227 -3.482 0.040 0.07
O 2.314 3.645 -1.255 0.10
H 5.845 0.248 -2.235 0.11
C -1.508 -0.860 -0.371 -0.07
H -2.007 -0.287 -1.177 0.09
O -2.677 2.094 -2.484 -0.07
O -4.047 0.405 -3.434 0.07
O -0.433 -1.602 -0.795 0.01
H 1.065 5.054 -0.581 0.14
H -0.243 -3.107 2.358 0.09
H -2.262 -1.453 0.102 0.08
H 7.139 -3.224 -2.817 0.04
O -0.245 -4.970 4.605 -0.05
H -0.745 1.533 -5.923 0.11
H 6.267 -1.986 -3.664 0.06
H -2.941 2.580 4.730 0.09
O -2.538 -5.091 4.869 0.04
H 7.535 -1.763 -0.742 0.10
C 2.591 -0.931 -2.709 -0.04
H -7.110 1.342 0.991 0.07
H 2.303 2.761 -4.071 0.10
H -2.295 2.503 0.935 0.04
H -1.698 2.828 -5.193 0.11
O 0.222 0.968 2.398 0.01
O 1.610 -1.570 -1.874 -0.01
H -1.285 -0.055 0.277 0.07
H -1.112 -3.913 1.023 0.12
H -1.634 -6.364 6.164 0.12
H 6.666 0.460 -0.610 0.14
C 0.720 3.173 0.307 -0.05
H 4.429 -4.225 4.692 0.10
H -0.612 1.946 -4.236 0.06
C 2.759 -4.371 2.699 -0.31
C -4.174 -2.248 1.989 -0.04
C -7.443 0.494 0.441 -0.05
O -1.499 1.861 3.516 -0.02
H -0.812 4.212 -1.699 0.08
O 2.282 -3.032 3.060 -0.10
H -3.302 -5.878 6.488 0.08
C 0.140 3.890 -2.027 -0.01
H 3.869 2.663 -3.407 0.08
H -2.091 1.290 5.490 0.11
O 2.731 -4.814 1.406 -0.02
H 2.127 -0.892 -3.704 0.10
H 2.834 0.040 -2.352 0.07
C 0.554 -0.909 -1.435 -0.38
H -3.195 0.973 4.179 0.08
H -5.784 0.145 -2.446 0.10
H 5.560 -2.910 -2.289 0.06
C -2.904 4.931 1.642 -0.20
C 5.028 -0.628 -0.569 -0.23
H 1.741 -0.500 2.853 0.12
C 3.996 2.268 -5.485 -0.14
C -2.364 -5.497 6.164 -0.07
H -4.819 1.475 -1.830 0.08
H -4.919 4.985 1.333 0.09
O 2.032 2.610 0.633 0.08
O -4.909 -1.752 0.892 0.03
H 3.489 -1.552 -2.744 0.07
O 4.062 2.553 -0.400 0.08
H 2.864 4.935 -5.167 0.05
H -5.408 2.784 0.371 0.11
C 3.624 -4.938 4.843 -0.04
C -2.443 1.654 4.509 -0.09
O -6.349 -0.296 0.028 -0.02
H 7.984 -0.992 -2.211 0.11
C -4.354 3.128 0.491 -0.23
H 0.061 2.867 -2.300 0.06
H 4.945 2.705 -5.783 0.11
H 1.559 -3.190 0.536 0.08
H -4.151 3.538 -0.491 0.10
O -1.742 -4.236 3.011 0.01
H 3.215 2.299 -6.272 0.12
C 2.881 2.931 -0.341 -0.58
C -0.765 0.729 3.207 -0.38
H -4.423 3.813 2.580 0.14
H 1.789 0.228 1.271 0.05
H 2.917 5.025 -3.370 0.07
H -3.564 -3.088 1.634 0.08
C 4.400 0.849 -5.151 -0.19
C -1.537 -4.753 4.169 -0.53
C -5.612 -0.687 1.060 -0.46
C -4.793 0.505 -2.258 -0.03
C -3.055 1.196 -3.522 -0.40
C -3.248 2.102 0.756 -0.08
H 4.393 5.033 -4.346 0.07
O -5.611 0.019 2.280 -0.07
C -4.231 4.211 1.540 -0.17
O -1.053 -0.580 3.706 -0.07
H 3.860 -5.746 5.508 0.08
O -2.377 0.980 -4.685 0.01
C 3.348 3.038 -4.262 -0.23
H -7.753 0.866 -0.520 0.09
C 6.482 -2.414 -2.650 -0.09
H 0.311 3.632 1.179 0.12
N 4.723 -0.220 -4.919 0.16
C -0.656 -4.087 2.054 0.01
H -2.027 -4.680 6.843 0.12
H -4.888 -2.727 2.701 0.12
N -1.869 5.406 1.700 0.15
H -3.466 -1.585 2.480 0.09
H -8.323 0.003 0.875 0.11
O 0.552 0.474 -1.516 -0.03
H 2.802 -4.556 5.480 0.10
C 6.187 -0.238 -1.326 -0.20
H 0.344 4.514 -2.834 0.07
H 0.600 -1.015 1.685 0.06
C 2.327 -3.961 0.369 -0.07
H -4.337 -0.160 -1.619 0.06
H -0.045 -4.879 2.087 0.05
N 4.122 -0.973 0.047 0.21
```

- lowest unoccupied orbital energy (eV) = 0.386
- energy above the lowest of the compared OMol25 structures with the same formula, charge and spin (kcal per mole) = 149.5
- strongest force on any atom (eV Å⁻¹) = 10.686
- gap between HOMO and LUMO (eV) = 9.8
- HOMO energy (eV) = -9.4
- structure (SMILES) = C[C@H]1COC(=O)O1.COC(=O)OC.COC(=O)OC.COC(=O)OC.COC(=O)OC.COC(=O)OC.COC(=O)OC.CCCC#N.CCCC#N.CCCC#N

---

Below is a 11-piece molecular cluster, C34H64Br3N3O21 overall, with properties calculated with ωB97M-V/def2-TZVPD.

```
125
Properties=species:S:1:pos:R:3:lowdin_charge:R:1
C 0.774 -0.879 -4.242 -0.17
H 8.217 -0.823 -1.597 0.11
H 5.061 2.026 -0.657 0.08
H -4.124 4.149 -0.665 0.10
C -4.825 3.713 -1.426 -0.03
C -0.538 5.316 -2.316 -1.50
C 5.353 2.587 -1.537 -0.07
H -0.965 -4.155 4.843 0.09
C 0.092 -4.556 -2.917 -0.19
C -1.113 -4.450 3.822 -0.03
H 1.499 3.312 0.958 0.08
C -5.481 2.242 2.659 0.00
H -3.356 -9.408 4.547 0.09
H -3.191 -0.037 3.662 0.09
C 3.896 5.669 2.735 -0.19
C 0.049 -5.861 -3.607 -0.22
H 3.195 -0.171 -0.230 0.08
H -1.885 -3.968 -1.081 0.06
C 2.282 1.689 -3.772 -0.11
H 2.655 2.676 -4.072 0.05
H -0.992 4.523 -1.758 -0.09
H 1.874 7.440 2.136 0.09
C 4.252 5.168 1.355 -0.16
H -1.454 -3.654 -4.092 0.12
H -3.970 -1.452 4.290 0.10
C 3.564 -0.778 0.571 -0.03
C -3.404 3.350 2.485 -0.60
H 0.366 2.588 -4.122 0.05
C -2.204 -4.084 -2.097 -0.11
H -5.126 1.390 3.220 0.08
C -1.122 -3.617 -3.038 -0.25
H 7.552 -0.938 0.010 0.09
H -0.815 -2.566 -2.917 0.08
O -3.191 -1.734 2.415 -0.04
H 4.737 3.397 -1.854 0.05
H -1.233 -2.192 1.446 0.07
O -5.490 -1.356 2.460 0.06
H -0.924 0.421 -4.185 0.12
H 3.280 -0.276 1.499 0.11
H 4.597 -1.037 0.498 0.09
O 0.741 1.487 1.142 0.02
H 4.562 5.155 3.425 0.11
H 1.591 6.019 1.133 0.05
H -6.294 -2.916 0.880 0.09
C -3.095 -1.126 3.736 0.00
C 1.568 6.380 2.153 -0.11
O 2.856 -2.009 0.591 0.02
H 3.837 -3.852 -2.310 0.08
H 2.177 2.206 -0.224 0.08
H 2.365 5.878 4.107 0.11
H -5.487 -3.703 -0.428 0.09
O -4.840 2.283 -1.307 -0.02
H 0.292 -4.796 -1.871 0.11
H 4.990 -2.687 -2.988 0.07
H -2.027 -9.019 5.647 0.09
H 4.142 6.746 2.796 0.12
H -5.948 3.022 3.281 0.11
C -2.397 -8.924 4.646 -0.05
N 1.222 -1.892 -4.460 0.17
H 2.247 1.620 -2.659 0.07
O -2.597 3.825 1.515 -0.02
O 6.171 -0.367 -3.300 0.11
O -2.026 -5.543 3.874 -0.01
C 7.297 -0.800 -1.009 -0.06
H -3.119 -3.549 -2.243 0.06
O -3.196 3.349 3.718 0.08
C -1.539 -6.750 4.224 -0.56
H 3.218 -2.542 -3.378 0.08
H -2.095 -0.194 -0.221 0.10
O -4.444 2.863 1.905 0.00
C -5.591 -2.772 0.072 0.00
O -0.383 -7.015 4.485 0.12
H -0.719 3.676 2.224 0.09
O -3.804 0.353 -1.119 0.01
O -4.357 -2.527 0.783 -0.03
C -2.621 -0.405 -1.154 -0.03
C 0.858 1.650 -4.394 -0.26
H -0.141 -4.760 3.402 0.11
C 0.130 0.465 -3.892 -0.18
H 6.328 3.031 -1.457 0.09
N -0.023 -6.774 -4.274 0.13
C -3.645 1.653 -1.447 -0.53
C -1.347 4.480 1.888 -0.01
O -0.035 -0.520 1.500 0.01
H -2.161 -1.370 4.209 0.09
H 0.955 -4.028 -3.257 0.06
H -1.013 4.887 0.966 0.04
H -5.871 -1.905 -0.488 0.09
O 2.510 -3.763 -0.653 0.13
O 6.604 0.419 -1.188 -0.03
H 0.544 2.712 -0.437 0.06
Br -1.482 5.129 -4.036 0.59
H 0.920 1.721 -5.485 0.12
C 2.423 5.543 3.095 -0.25
C 3.031 -2.704 -0.503 -0.66
H -4.539 3.975 -2.448 0.09
H -1.550 5.159 2.698 0.09
H 6.841 -1.671 -1.408 0.07
H -1.627 -3.660 3.296 0.06
O 5.423 1.678 -2.649 -0.01
H 0.541 6.457 2.520 0.06
H 0.098 0.393 -2.797 0.08
H 0.490 -2.549 1.565 0.09
N 4.503 4.748 0.292 0.17
O 0.731 0.032 -0.580 0.07
C 1.279 2.477 0.304 -0.07
H -2.409 -5.132 -2.233 0.08
C -4.436 -1.849 1.948 -0.52
H -5.834 4.048 -1.181 0.10
C 0.535 0.295 0.609 -0.59
H -0.278 -1.840 0.044 0.08
H 2.935 0.883 -4.092 0.07
H -1.689 -9.350 3.925 0.11
Br 1.352 4.810 -2.318 0.65
C 4.003 -2.849 -2.627 0.03
H 2.182 4.489 2.941 0.10
H -2.040 -0.150 -2.017 0.07
H -2.943 -1.433 -1.184 0.08
O 3.823 -2.095 -1.370 -0.03
Br -0.979 6.925 -1.218 0.56
H -6.253 1.979 1.952 0.10
O -2.611 -7.561 4.384 -0.01
C -0.236 -1.904 1.117 0.00
C 6.075 0.501 -2.444 -0.53
O -2.555 2.190 -1.675 0.08
```

- lowest unoccupied orbital energy (eV) = -0.888
- strongest force on any atom (eV Å⁻¹) = 4.597
- gap between HOMO and LUMO (eV) = 9.8
- HOMO energy (eV) = -10.7
- structure (SMILES) = BrC(Br)Br.COC(=O)OC.COC(=O)OC.COC(=O)OC.COC(=O)OC.COC(=O)OC.COC(=O)OC.COC(=O)OC.CCCC#N.CCCC#N.CCCC#N